# 1
C21H12F3IIrNO5S | ωB97M-V with the def2-TZVPD basis set

```
45
Properties=species:S:1:pos:R:3:forces:R:3
Ir -0.24041 -0.80422 0.36739 0.2 0.7 -0.2
O -3.70223 -2.77853 0.51634 -0.1 0.0 0.1
C -2.84100 -1.94098 0.48200 0.3 -0.2 -0.2
O -1.56935 -2.18973 0.74997 -0.1 -0.2 0.1
C -3.12210 -0.50069 0.16409 0.0 0.1 0.0
C -4.41492 -0.03434 -0.10443 0.0 -0.1 0.0
C -4.58135 1.30130 -0.30494 0.0 0.1 0.0
C -3.47489 2.17521 -0.20597 -0.1 0.1 0.0
C -3.60484 3.57603 -0.36505 0.0 0.0 0.0
C -2.51631 4.38655 -0.24503 0.0 0.0 0.0
C -1.24668 3.83338 0.03585 0.0 0.0 0.0
C -1.08507 2.48759 0.18418 -0.1 0.0 0.0
C -2.20274 1.63199 0.06510 0.0 -0.1 0.0
N -2.06609 0.27639 0.21890 -0.3 0.2 0.0
H -5.22041 -0.75313 -0.14384 0.0 0.0 0.0
H -5.55760 1.71453 -0.52714 0.0 0.0 0.0
H -4.58339 3.98599 -0.58134 0.0 0.0 0.0
H -2.61854 5.45640 -0.36821 0.0 0.0 0.0
H -0.38792 4.48605 0.11925 0.0 0.0 0.0
H -0.10834 2.06504 0.36570 0.0 0.0 0.0
I 0.12644 -0.28470 2.83092 -0.2 0.1 0.2
C 2.11094 -0.90201 2.78815 0.1 -0.1 0.0
C 2.88680 -0.83206 3.90570 0.1 0.0 -0.1
C 4.24332 -1.20329 3.79779 0.0 0.0 0.0
C 4.74462 -1.59902 2.59157 0.0 0.0 0.0
C 3.92896 -1.66360 1.43651 0.1 0.0 0.0
C 4.46575 -2.04853 0.18286 0.0 0.0 0.1
C 3.66927 -2.09275 -0.91897 -0.1 0.0 0.0
C 2.29332 -1.78273 -0.82086 0.1 -0.1 0.1
C 1.69861 -1.40192 0.36445 0.1 -0.4 -0.1
C 2.55454 -1.32609 1.52055 0.1 0.0 0.0
H 2.48669 -0.49507 4.85254 0.0 0.0 0.0
H 4.87837 -1.15922 4.67216 0.0 0.0 0.0
H 5.78948 -1.86944 2.49847 0.0 0.0 0.0
H 5.51747 -2.30141 0.12155 0.0 0.0 0.0
H 4.08080 -2.38135 -1.87768 0.0 0.0 0.0
H 1.68750 -1.87467 -1.70809 0.0 0.0 0.0
F -0.61824 -1.62051 -4.64692 0.0 0.0 0.0
C 0.09399 -0.63984 -4.09849 -0.1 -0.1 0.0
F 0.12429 0.39328 -4.93652 0.0 0.0 0.0
F 1.34272 -1.07470 -3.91233 0.0 0.0 0.0
S -0.65388 -0.08931 -2.51545 0.1 0.2 -0.1
O 0.20561 0.97177 -2.05494 0.0 0.0 0.0
O -2.01288 0.21949 -2.83789 0.0 0.0 0.0
O -0.50033 -1.31719 -1.65792 -0.1 0.1 0.0
```
Forces are in eV/Å.

Summary:
E_HOMO: -0.315 Eh
Multiplicity: 1

# 2
C21H13N4O2Pt | ωB97M-V with the def2-TZVPD basis set

```
41
Properties=species:S:1:pos:R:3:forces:R:3
Pt 0.28735 -1.74791 -0.29513 0.8 0.3 -0.5
C 4.31202 -0.16364 -0.83495 0.0 -0.1 0.0
C 4.10993 1.14969 -0.47898 -0.2 0.1 0.1
C 2.93604 1.82920 -0.09114 0.1 0.1 0.0
C 1.60070 1.40700 -0.30451 -0.2 0.0 0.1
C 2.01512 -0.94813 -0.71180 -0.2 -0.1 0.1
C 3.34099 -1.21288 -0.81356 0.1 0.0 0.0
C -0.90919 1.66044 0.00143 0.1 0.0 0.0
C -2.04598 2.48963 -0.28275 0.1 0.1 -0.1
C -3.30026 1.97652 -0.26519 -0.1 -0.1 0.0
C -3.49849 0.59775 0.00205 0.0 0.0 0.0
C -4.75309 -0.05342 -0.01843 0.0 0.0 0.0
C -4.83732 -1.40818 0.15592 0.0 0.0 0.0
C -3.66596 -2.17648 0.35535 -0.1 0.0 0.0
C -2.45262 -1.55865 0.40152 0.2 0.1 0.0
C -2.33788 -0.15824 0.23631 0.1 0.0 0.0
N -1.09049 0.37937 0.25986 -0.2 -0.2 0.1
H 5.33502 -0.45404 -1.04922 0.0 0.0 0.0
H 5.00746 1.75972 -0.43436 0.0 0.0 0.0
H 3.08371 2.81356 0.32680 0.0 -0.1 0.0
H 3.67327 -2.24103 -0.85306 0.0 0.0 0.0
H -1.89061 3.52648 -0.53917 0.0 0.0 0.0
H -4.15585 2.60174 -0.49428 0.0 0.0 0.0
H -5.64707 0.53529 -0.19499 0.0 0.0 0.0
H -5.80124 -1.90087 0.12669 0.0 0.0 0.0
H -3.73174 -3.25209 0.45825 0.0 0.0 0.0
H -1.53452 -2.14422 0.58664 -0.4 -0.1 0.2
N 1.33460 0.19074 -0.79463 -0.1 0.0 0.0
C 0.45150 2.24238 -0.02288 0.1 0.0 0.0
C 0.59804 3.63082 0.26091 0.0 0.4 0.1
C 1.64894 4.45014 -0.25352 -0.3 -0.2 0.1
N 2.48940 5.12510 -0.67099 0.0 0.0 0.0
C -0.31024 4.34155 1.10317 0.2 -0.2 -0.2
N -1.04799 4.91523 1.78412 0.0 0.0 0.0
C 2.20525 -4.01391 1.05269 0.0 -0.3 -0.2
O 1.33917 -4.53020 0.04759 0.2 0.1 0.2
C 0.38761 -3.71164 -0.50939 -0.3 0.1 0.2
O -0.44972 -4.26164 -1.18833 0.0 -0.2 -0.1
H 2.03291 -4.55976 1.98139 0.0 0.0 0.0
H 2.03252 -2.95818 1.22093 -0.1 0.2 0.0
H 3.23874 -4.16722 0.73963 0.0 0.0 0.0
```
Forces are in eV/Å.

Summary:
E_HOMO (alpha / beta): -0.139 / -0.192 Eh
<S²>: 2.03
Multiplicity: 3
Net charge: -1

# 3
C21H13N7PdS3 | ωB97M-V with the def2-TZVPD basis set

```
45
Properties=species:S:1:pos:R:3:forces:R:3
Pd -1.35452 0.04637 -2.61380 0.0 -0.1 -0.1
S -3.27786 -0.30687 -4.17968 0.0 0.2 -0.1
C -3.68659 -1.59914 -3.14201 -0.2 -0.1 0.0
S -2.55556 -1.91572 -1.87638 0.1 0.0 0.1
C -4.85264 -2.36362 -3.29030 0.0 -0.1 0.0
C -5.18619 -3.41649 -2.39663 0.0 0.0 0.0
N -5.50104 -4.27768 -1.69204 0.0 0.0 0.0
C -5.77888 -2.13482 -4.34274 0.0 0.1 0.0
N -6.56355 -1.96384 -5.17452 0.0 -0.1 0.0
N 5.26739 -3.46476 2.38104 0.0 0.0 0.0
C 4.62706 -2.87467 1.62378 0.0 0.0 0.0
C 3.84692 -2.14664 0.67623 0.0 0.0 0.0
C 4.32305 -1.94172 -0.62411 0.0 0.0 0.0
C 3.59094 -1.23042 -1.54328 0.0 0.0 0.0
C 2.33223 -0.68116 -1.20021 0.1 0.0 0.1
C 1.84760 -0.90848 0.11141 0.0 0.0 0.0
C 2.59494 -1.61674 1.01960 0.0 0.0 0.0
N 1.61581 0.05058 -2.07474 0.0 0.0 0.0
C 1.89633 0.30574 -3.42783 0.0 0.0 0.0
C 0.95087 1.15941 -3.86761 0.0 0.0 0.0
N 0.06644 1.55373 -2.87312 0.1 -0.1 0.2
C 0.38900 0.75444 -1.77444 -0.1 0.2 -0.2
H 5.28754 -2.34693 -0.90493 0.0 0.0 0.0
H 3.99098 -1.07653 -2.53503 0.0 0.0 0.0
H 0.88523 -0.51308 0.40163 0.0 0.0 0.0
H 2.20726 -1.77275 2.01851 0.0 0.0 0.0
H 2.67633 -0.20132 -3.96592 0.0 0.0 0.0
H 0.83953 1.52873 -4.87635 0.0 0.0 0.0
H 0.35417 1.18107 -0.77679 0.0 0.0 0.0
N -2.12897 -0.00671 0.70811 0.0 -0.1 0.0
C -1.63054 0.75539 1.67592 0.0 -0.1 0.0
N -0.47218 1.34501 1.65620 0.0 0.0 0.0
C -0.25668 2.04297 2.82249 0.0 0.0 0.0
C 0.88900 2.78267 3.11255 0.0 0.0 0.0
C 0.98357 3.44341 4.32608 0.0 0.0 0.0
C -0.04724 3.38307 5.26322 0.0 0.0 0.0
C -1.19545 2.65133 4.99216 0.0 0.0 0.0
C -1.28796 1.99060 3.77857 0.0 0.0 0.0
S -2.58024 0.99850 3.16141 0.0 0.0 0.0
H -1.68110 -0.11340 -0.20974 0.1 0.2 0.1
H -3.03188 -0.44182 0.77958 0.0 0.0 0.0
H 1.68474 2.82390 2.38044 0.0 0.0 0.0
H 1.87540 4.01583 4.55082 0.0 0.0 0.0
H 0.04625 3.90568 6.20687 0.0 0.0 0.0
H -1.99951 2.59685 5.71556 0.0 0.0 0.0
```
Forces are in eV/Å.

Summary:
E_HOMO: -0.038 Eh
Multiplicity: 1
Net charge: -2

# 4
C21H14AuBrCl5N2Se | ωB97M-V with the def2-TZVPD basis set

```
45
Properties=species:S:1:pos:R:3:forces:R:3
Au -4.45556 -5.42585 15.24169 -0.8 0.3 0.2
Br -6.41421 -2.28734 15.43159 0.1 0.6 -0.5
C -7.53191 -5.04487 16.28536 -1.3 -1.1 -0.7
C -8.79379 -4.57894 16.58854 0.2 -0.3 -0.2
C -9.94829 -5.30526 16.18106 0.4 -0.7 -0.6
C -9.83210 -6.47312 15.43557 0.7 0.8 0.6
C -8.53864 -6.94118 15.04192 0.7 0.7 0.5
C -8.39730 -8.11102 14.26629 0.7 0.0 -0.1
C -7.13468 -8.54667 13.90422 -0.3 0.3 0.1
C -5.97745 -7.81917 14.28346 -0.2 0.3 0.2
C -6.05539 -6.64672 15.03136 -0.4 -0.9 -0.2
C -7.33476 -6.21204 15.45290 -1.5 0.1 0.4
H -8.89954 -3.62517 17.11399 -0.1 -0.4 -0.1
H -10.92377 -4.93702 16.45028 -0.1 0.1 0.1
H -10.70004 -7.06298 15.14262 0.1 0.3 0.1
H -9.29452 -8.64432 13.96277 0.2 0.0 0.0
H -7.02896 -9.44070 13.29804 0.0 0.1 0.1
H -5.00176 -8.18962 13.96429 -0.2 0.0 0.0
Cl -2.78269 -5.40047 12.65057 0.3 0.6 0.1
C -2.49195 -3.99648 13.60682 -1.0 -0.6 1.1
C -3.06230 -3.95694 14.88379 0.3 -0.2 0.2
C -2.82958 -2.84736 15.69259 -0.3 -1.0 -0.1
Cl -3.38533 -2.78994 17.31655 0.8 0.2 -0.6
C -2.08477 -1.74709 15.19615 0.9 1.7 -0.4
Cl -1.83809 -0.35516 16.18810 -0.1 -0.9 -0.7
C -1.53345 -1.77587 13.89392 -0.4 -0.6 0.3
Cl -0.64341 -0.46542 13.28963 0.1 0.2 0.0
C -1.73680 -2.91935 13.09896 1.0 1.1 -0.7
Cl -1.06056 -3.03861 11.53001 -0.3 0.2 0.7
C -4.38912 -7.64115 17.69429 0.3 0.2 0.0
N -5.02205 -6.75487 18.70731 -0.8 -0.2 1.6
C -4.97919 -7.09726 20.11821 -0.6 1.5 -1.5
C -5.78912 -6.21383 20.76100 0.0 0.4 -1.9
N -6.34399 -5.34592 19.74789 0.7 -1.4 1.0
C -7.32716 -4.28047 20.03387 0.2 0.3 0.0
C -5.88440 -5.69392 18.51927 0.9 -1.1 1.2
Se -6.04348 -4.17223 17.04355 0.1 -0.6 -0.3
H -3.75216 -8.37240 18.21388 -0.3 0.4 0.0
H -3.74586 -7.05409 17.01935 -0.2 -0.2 0.4
H -5.10746 -8.19612 17.06980 0.0 0.4 0.5
H -4.33269 -7.86854 20.51513 -0.2 0.1 -0.2
H -5.99565 -6.11081 21.81406 -0.1 0.1 -0.2
H -7.65038 -4.33814 21.08837 0.3 -0.1 -0.6
H -8.20612 -4.37286 19.38368 0.3 -0.2 0.2
H -6.87124 -3.29175 19.85012 -0.2 -0.4 0.2
```
Forces are in eV/Å.

Summary:
E_HOMO (alpha / beta): -0.381 / -0.384 Eh
<S²>: 2.03
Multiplicity: 3
Net charge: +1

# 5
C21H14Br2O2S | ωB97M-V with the def2-TZVPD basis set

```
40
Properties=species:S:1:pos:R:3:forces:R:3
O -0.82759 -1.34408 3.86094 0.5 0.3 0.5
C -0.92558 -2.18444 3.00497 -0.3 1.8 0.3
S -2.22004 -3.34594 3.16603 -1.3 -1.6 0.3
C -3.50977 -2.59786 2.17546 0.1 -1.3 -0.2
C -4.29695 -3.47257 1.42558 -0.1 -0.1 -0.2
C -5.31701 -2.99585 0.60973 0.1 -0.1 0.3
C -5.56966 -1.63714 0.57879 0.4 0.5 0.3
C -4.79851 -0.76084 1.37532 -0.8 -0.9 -0.5
C -3.79854 -1.25970 2.18797 0.6 0.8 0.1
C -0.12878 -2.12037 1.79173 1.3 0.0 -1.3
C -0.01467 -3.20639 0.93447 0.6 0.6 -0.7
C 0.77593 -3.16961 -0.22228 0.5 0.9 0.2
C 1.44938 -1.98640 -0.55009 -0.6 -0.2 0.4
C 1.28874 -0.84637 0.28162 0.3 0.4 -0.8
C 1.78337 0.50498 -0.10659 1.0 0.5 -1.8
C 2.35726 0.90540 -1.30658 -1.2 -1.8 2.6
C 2.78345 2.26034 -1.60232 0.2 1.5 -0.1
C 2.50701 3.37469 -0.75185 0.4 0.7 -1.2
C 2.88506 4.68506 -1.13673 -0.5 -1.2 0.7
Br 2.42510 6.16914 -0.05698 0.0 -0.2 -0.1
C 3.59835 4.90344 -2.30329 0.8 2.0 -0.8
O 3.95657 6.18643 -2.71927 -0.5 -1.1 0.7
C 3.96423 3.81610 -3.05154 -0.7 -1.8 -0.5
Br 4.98374 4.07726 -4.59959 0.3 0.0 -0.5
C 3.50136 2.51919 -2.78678 0.5 -0.4 0.4
C 0.56139 -0.94328 1.46806 -0.1 0.2 0.1
H -4.14682 -4.53946 1.47853 0.3 -0.1 0.0
H -5.90896 -3.69588 0.01631 0.2 0.3 0.2
H -6.36541 -1.28845 -0.06480 0.0 0.3 0.1
H -5.01273 0.28684 1.39062 -0.1 0.4 -0.1
H -3.17880 -0.61569 2.80679 -0.3 0.1 -0.1
H -0.55018 -4.07064 1.17684 -0.7 -1.3 0.3
H 0.91410 -4.02730 -0.87965 -0.3 0.1 0.3
H 2.04242 -1.96661 -1.47550 -0.3 0.2 0.6
H 1.62419 1.26751 0.64976 0.0 -0.1 0.0
H 2.52515 0.11344 -2.04209 0.0 0.5 -0.1
H 1.95781 3.27676 0.17565 0.0 -0.1 -0.1
H 4.38556 6.14183 -3.59610 -0.2 -0.2 0.5
H 3.79708 1.66463 -3.45030 -0.4 1.0 0.7
H 0.50273 -0.07817 2.14716 -0.1 -0.5 -0.4
```
Forces are in eV/Å.

Summary:
E_HOMO: -0.301 Eh
SMILES string: O=C(Sc1ccccc1)c1cccc(/C=C/c2cc(Br)c(O)c(Br)c2)c1
Multiplicity: 1

These records have energy above the lowest of the compared OMol25 structures with the same formula, charge and spin values of 51.3; 171.0; 1.2; 61.9; 0.0 kJ/mol, in the order they appear.
These records have total energy values of -63627.1913; -35288.2275; -68406.8669; -226667.3868; -177018.5251 eV, in the order they appear.